1.
{"formula": "C15H15FN8PtS", "method": "the ωB97M-V functional and the def2-TZVPD basis", "species": ["C", "N", "N", "H", "H", "C", "C", "H", "H", "C", "H", "H", "C", "C", "N", "N", "N", "F", "C", "N", "C", "H", "H", "N", "C", "C", "C", "S", "H", "H", "C", "H", "Pt", "C", "C", "N", "H", "H", "H", "C", "H"], "xyz": [[4.9319, 2.4802, 0.7505], [-4.6429, -2.4318, -1.8004], [3.3009, 1.1517, -0.4876], [7.6284, 1.4502, -1.8258], [-3.5491, -0.2927, 0.6908], [-4.5401, -2.6797, -3.1068], [-1.7615, 0.0379, 1.8275], [-6.5097, -3.2181, -3.3207], [3.0953, 0.5869, -1.2994], [6.8749, 1.7443, -1.1047], [8.2349, 2.9272, 0.0726], [-3.9353, -0.7147, 4.9592], [-3.8787, -0.5666, 2.8092], [6.2363, 2.9355, 0.8802], [0.2026, 0.9168, 1.0005], [2.3765, 1.3529, 0.4095], [-5.6043, -3.2024, -3.7440], [-3.2508, -0.2231, -1.2956], [4.6083, 1.6474, -0.3162], [-0.9781, 0.3191, 0.6875], [1.1749, 0.6807, 0.1558], [4.1557, 2.7540, 1.4545], [-5.5526, -2.3770, -1.3800], [-3.4381, -2.5185, -3.8190], [7.2146, 2.5700, -0.0388], [-1.9798, -0.1827, 4.2241], [-2.3755, -1.9465, -3.3390], [0.9947, -0.4590, -1.1304], [6.4935, 3.5846, 1.7111], [-4.9305, -0.8103, 2.6880], [-3.3242, -0.5142, 4.0844], [-1.5304, -0.1466, 5.2104], [-1.2555, -0.4317, -1.1350], [-1.2015, 0.0964, 3.1128], [-3.1088, -0.2989, 1.6832], [-1.4099, -1.3764, -3.0046], [-3.9540, -1.8041, -1.4083], [5.3029, 0.6434, -2.0828], [-5.5299, -3.3242, -4.7377], [5.5732, 1.2866, -1.2498], [-0.1581, 0.3540, 3.2147]], "forces_ev_per_a": [[-0.03, 0.05, 0.13], [-0.13, -0.22, -0.11], [0.89, 0.24, 0.05], [-0.05, 0.02, 0.02], [0.09, -0.04, 0.17], [0.10, -0.16, 0.00], [0.14, 0.15, -0.23], [-0.11, -0.03, 0.07], [0.03, -0.13, -0.32], [-0.07, -0.02, -0.01], [-0.17, -0.06, -0.01], [0.08, 0.00, -0.11], [0.03, -0.01, -0.09], [-0.02, 0.00, 0.01], [-0.35, -0.09, -0.26], [-1.03, -0.34, 0.33], [0.17, -0.01, -0.25], [-0.20, -0.13, 0.12], [-0.49, -0.14, -0.13], [0.12, 0.05, 0.46], [0.51, 0.26, 0.16], [0.10, -0.02, -0.04], [-0.12, -0.09, 0.00], [0.41, 0.12, -0.06], [0.01, 0.01, 0.01], [0.02, -0.02, -0.06], [-0.30, 0.22, -0.05], [-0.06, 0.06, -0.11], [-0.05, -0.07, -0.08], [0.13, 0.04, 0.00], [0.00, 0.04, -0.11], [-0.02, 0.02, -0.07], [0.85, -0.03, 0.01], [0.01, -0.03, 0.05], [-0.28, 0.04, 0.00], [-0.67, -0.27, 0.33], [0.28, 0.61, 0.23], [0.05, 0.04, 0.07], [-0.02, -0.01, -0.01], [0.20, -0.04, -0.14], [-0.03, 0.01, 0.03]], "homo_ev": [-6.8, -8.2], "mol_weight_g_mol": 553.484, "relative_energy_ev": 0.253, "multiplicity": 3, "e_tot_ev": -44517.7101}

***

2.
{"formula": "C15H15N5O3", "method": "the ωB97M-V functional and the def2-TZVPD basis", "species": ["C", "H", "H", "H", "N", "H", "N", "O", "H", "H", "C", "C", "C", "C", "O", "H", "O", "N", "H", "C", "H", "H", "N", "C", "H", "C", "H", "C", "H", "N", "C", "C", "C", "C", "C", "H", "C", "H"], "xyz": [[-3.1250, -1.0748, -2.3606], [2.3389, -2.7476, 0.9751], [-1.7328, 0.8983, 2.1551], [-4.8154, -0.0030, -3.4576], [-1.7978, -1.3384, -2.6803], [4.6050, 1.4767, 5.2473], [0.5861, -2.5646, -0.2722], [-0.5641, -0.5454, -4.5451], [2.9821, 1.5964, 5.4529], [-1.0132, 2.2855, 2.7651], [-2.8329, 0.0599, -4.2753], [3.2278, -1.1812, 2.8107], [2.2844, -0.4301, 2.2513], [-1.5120, -0.5540, -3.7736], [3.9748, -0.4593, 3.6698], [-2.5669, 0.9774, -6.2695], [-3.6701, -1.6016, -1.3933], [2.3340, 0.7727, 2.8380], [-2.7398, 2.1007, -4.8771], [1.4014, -2.1005, 0.7128], [-0.1809, 0.8419, 3.0572], [-4.0452, 1.2607, -5.5953], [-0.7934, -2.0947, -1.9488], [-3.0260, 1.1396, -5.3011], [3.5856, 2.7379, 4.2772], [-0.2467, -1.7121, -0.8157], [-0.4565, -2.9610, -2.2700], [3.7224, 1.6996, 4.6364], [3.3647, -2.2240, 2.5341], [-0.4491, -0.4768, -0.3086], [0.3420, 0.0095, 0.5879], [-3.7583, -0.2802, -3.3523], [-0.7634, 1.3888, 2.3100], [3.3963, 0.7160, 3.6591], [0.1109, 1.3951, 1.0231], [1.0737, 1.8559, 1.0301], [1.2585, -0.8049, 1.2217], [-0.4992, 1.9416, 0.2816]], "forces_ev_per_a": [[-1.83, -3.55, 4.43], [-2.32, 0.96, -0.35], [0.41, -0.25, -0.30], [0.54, -0.37, 0.72], [2.86, -0.26, 0.58], [0.42, 0.40, -0.90], [2.08, -0.98, 0.78], [-0.08, -0.12, 1.99], [-0.23, 0.14, -0.39], [-0.04, 2.24, 0.39], [-0.66, 0.81, 2.23], [0.19, -2.83, -1.47], [-1.69, -0.04, -0.81], [0.59, 0.02, -4.41], [0.39, -1.12, 0.10], [0.81, -0.07, 0.16], [0.75, 0.93, -1.14], [2.15, 2.28, 1.80], [0.40, -0.03, -0.08], [0.07, -0.40, -1.08], [-0.39, -0.13, 0.13], [-1.08, -0.20, 0.36], [-3.69, 1.70, -2.60], [0.50, -0.49, -0.35], [0.59, -0.66, 0.15], [1.10, 2.67, 3.48], [-0.27, -1.10, -1.00], [-0.25, 1.45, 2.55], [0.96, 0.38, 0.91], [-1.47, -0.50, -2.96], [-0.63, -0.14, 1.23], [0.01, 1.42, -2.84], [1.27, -2.13, -0.26], [-3.11, 0.43, -2.18], [-2.09, 1.16, -0.31], [0.47, 0.72, 0.87], [2.83, -1.84, 0.69], [0.44, -0.50, -0.14]], "homo_ev": -8.3, "mol_weight_g_mol": 313.317, "relative_energy_ev": 0.000, "e_tot_ev": -29388.8288}

***

Copy entry 2 word for word.
{"formula": "C15H15N5O3", "method": "the ωB97M-V functional and the def2-TZVPD basis", "species": ["C", "H", "H", "H", "N", "H", "N", "O", "H", "H", "C", "C", "C", "C", "O", "H", "O", "N", "H", "C", "H", "H", "N", "C", "H", "C", "H", "C", "H", "N", "C", "C", "C", "C", "C", "H", "C", "H"], "xyz": [[-3.1250, -1.0748, -2.3606], [2.3389, -2.7476, 0.9751], [-1.7328, 0.8983, 2.1551], [-4.8154, -0.0030, -3.4576], [-1.7978, -1.3384, -2.6803], [4.6050, 1.4767, 5.2473], [0.5861, -2.5646, -0.2722], [-0.5641, -0.5454, -4.5451], [2.9821, 1.5964, 5.4529], [-1.0132, 2.2855, 2.7651], [-2.8329, 0.0599, -4.2753], [3.2278, -1.1812, 2.8107], [2.2844, -0.4301, 2.2513], [-1.5120, -0.5540, -3.7736], [3.9748, -0.4593, 3.6698], [-2.5669, 0.9774, -6.2695], [-3.6701, -1.6016, -1.3933], [2.3340, 0.7727, 2.8380], [-2.7398, 2.1007, -4.8771], [1.4014, -2.1005, 0.7128], [-0.1809, 0.8419, 3.0572], [-4.0452, 1.2607, -5.5953], [-0.7934, -2.0947, -1.9488], [-3.0260, 1.1396, -5.3011], [3.5856, 2.7379, 4.2772], [-0.2467, -1.7121, -0.8157], [-0.4565, -2.9610, -2.2700], [3.7224, 1.6996, 4.6364], [3.3647, -2.2240, 2.5341], [-0.4491, -0.4768, -0.3086], [0.3420, 0.0095, 0.5879], [-3.7583, -0.2802, -3.3523], [-0.7634, 1.3888, 2.3100], [3.3963, 0.7160, 3.6591], [0.1109, 1.3951, 1.0231], [1.0737, 1.8559, 1.0301], [1.2585, -0.8049, 1.2217], [-0.4992, 1.9416, 0.2816]], "forces_ev_per_a": [[-1.83, -3.55, 4.43], [-2.32, 0.96, -0.35], [0.41, -0.25, -0.30], [0.54, -0.37, 0.72], [2.86, -0.26, 0.58], [0.42, 0.40, -0.90], [2.08, -0.98, 0.78], [-0.08, -0.12, 1.99], [-0.23, 0.14, -0.39], [-0.04, 2.24, 0.39], [-0.66, 0.81, 2.23], [0.19, -2.83, -1.47], [-1.69, -0.04, -0.81], [0.59, 0.02, -4.41], [0.39, -1.12, 0.10], [0.81, -0.07, 0.16], [0.75, 0.93, -1.14], [2.15, 2.28, 1.80], [0.40, -0.03, -0.08], [0.07, -0.40, -1.08], [-0.39, -0.13, 0.13], [-1.08, -0.20, 0.36], [-3.69, 1.70, -2.60], [0.50, -0.49, -0.35], [0.59, -0.66, 0.15], [1.10, 2.67, 3.48], [-0.27, -1.10, -1.00], [-0.25, 1.45, 2.55], [0.96, 0.38, 0.91], [-1.47, -0.50, -2.96], [-0.63, -0.14, 1.23], [0.01, 1.42, -2.84], [1.27, -2.13, -0.26], [-3.11, 0.43, -2.18], [-2.09, 1.16, -0.31], [0.47, 0.72, 0.87], [2.83, -1.84, 0.69], [0.44, -0.50, -0.14]], "homo_ev": -8.3, "mol_weight_g_mol": 313.317, "relative_energy_ev": 0.000, "e_tot_ev": -29388.8288}